Record 1
Below is a molecular structure, C22H45NO2P2PtSe2Te in a non-equilibrium geometry, with properties calculated with the ωB97M-V functional and the def2-TZVPD basis.

Each line ends with the Mulliken charge.
Positions of all 76 atoms, in Å:
H -0.416 2.711 -4.201  0.4324
H -3.607 0.255 1.035  0.4062
H -3.618 1.932 1.589  0.5943
H 0.092 0.439 4.558  0.4401
H -2.168 3.179 -1.744  0.4750
C 2.896 3.517 -0.445  -1.1444
C 1.581 0.587 -2.399  -1.0252
C 2.685 2.547 -1.404  -0.5634
P 1.252 -0.678 2.770  0.7146
H 1.899 0.013 -4.981  0.3488
H 0.223 -4.057 0.525  0.0150
H -0.914 1.438 -3.043  0.3670
Te -1.943 -2.380 1.818  0.6416
H 3.420 -3.094 -1.333  0.6219
H 2.482 0.084 -2.745  0.6065
C 2.838 -2.173 -1.397  -1.6029
H 3.518 -1.327 -1.302  0.3686
H 2.342 -2.151 -2.366  0.3803
C 2.233 3.390 0.763  -1.0950
H -0.652 -1.115 4.221  0.3266
H 1.150 -3.085 2.787  0.0794
H 3.149 -3.532 1.293  0.6600
P 1.629 -2.191 -0.040  1.1284
C 2.721 -2.533 1.392  -1.3128
C 1.444 2.279 1.008  -0.8076
C -3.084 1.211 0.970  -1.4160
C -0.141 2.157 -3.307  -1.0932
Se -1.353 -0.721 -1.293  -0.4991
O -4.590 3.501 -0.108  -0.5767
H 3.549 -1.820 1.335  0.4221
C 0.786 -3.761 -0.354  -1.1072
H -5.474 3.854 -0.255  0.3747
C -2.570 -3.885 0.449  -1.1334
H -3.754 -0.157 -1.303  0.7051
C 1.839 1.449 -1.194  1.1862
H -0.893 -4.645 2.862  0.3825
H 0.932 2.235 1.955  0.5679
N 1.114 1.397 -3.586  0.0741
H 1.840 2.083 -3.791  0.4540
H -0.889 -3.375 4.112  0.3843
H 2.329 4.152 1.525  0.5138
H 3.210 2.644 -2.351  0.4089
C -3.049 1.687 -0.480  2.5951
C -4.432 2.280 -0.816  -1.3337
H 0.178 -0.209 -4.563  0.3109
C 0.301 -0.600 4.305  -1.3201
H 3.546 4.358 -0.643  0.4612
H 0.037 2.839 -2.480  0.4026
H -2.897 0.844 -2.464  0.6121
H 3.250 -0.068 3.960  0.5457
H -0.989 2.237 -0.803  -1.1791
H 0.903 -1.050 5.097  0.4781
H 0.785 -0.134 -2.222  -0.2869
H -3.475 -4.327 0.860  0.4344
H -1.810 -4.649 0.324  0.3939
C -1.464 -3.836 3.314  -1.1920
H -2.787 -3.407 -0.503  0.3140
C -1.959 2.739 -0.756  0.0545
C 0.958 0.517 -4.781  -0.8031
H 2.383 1.364 3.391  0.4204
H -2.390 -4.228 3.726  0.3991
Pt 0.178 -0.399 0.683  0.4155
C -2.897 0.505 -1.428  -1.9966
O -1.837 3.741 0.220  -0.4835
H 2.619 -2.501 3.568  0.6488
H 1.523 -4.528 -0.593  0.5835
C 2.698 0.359 3.121  -1.4987
H -2.676 4.219 0.245  0.4662
H 0.094 -3.649 -1.190  0.3808
C 1.964 -2.363 2.705  -0.6718
C 1.259 1.262 0.068  0.6030
H -4.495 2.451 -1.897  0.4794
Se -1.402 1.046 1.931  -0.1707
H 3.345 0.431 2.248  0.4117
H -5.219 1.572 -0.536  0.4432
H 0.672 1.125 -5.635  0.3789

## Properties
Kohn-Sham gap: 6.66 eV
Total charge: +2
Spin multiplicity: 1
DFT total energy: -6942.943900 a.u.



Record 2
Below is 3 unconnected molecules or ions with the total composition C22H46BrO10P2 in a non-equilibrium geometry, with properties calculated with the ωB97M-V functional and the def2-TZVPD basis.

Each line ends with the Mulliken charge.
Positions of all 81 atoms, in Å:
H -3.145 2.508 0.468  0.2282
H -3.301 9.378 -0.307  0.4069
H -4.294 8.725 1.011  0.1880
C -2.156 2.785 -3.050  -1.0397
C -5.875 5.409 1.936  -0.2028
H 2.838 -4.123 3.896  0.2633
C 5.664 -6.274 2.293  -0.1852
H 4.880 -4.389 -3.253  0.3708
C -3.657 8.462 0.166  -0.9472
O -3.616 4.085 1.764  -0.3939
O 4.350 -5.722 2.179  -0.3935
H -5.294 7.277 2.849  0.1645
C -0.434 -4.189 -0.676  -0.5442
H -1.111 3.199 1.863  0.2709
H -1.839 8.184 1.280  0.3029
O -2.401 4.640 -0.208  -0.7254
H -0.782 2.473 -1.516  0.4323
P -3.549 5.187 0.552  1.1133
H -2.250 0.237 -0.660  -0.1556
H -4.444 5.876 3.491  0.2611
H 4.226 -1.587 2.885  0.3126
H -6.892 5.718 1.681  0.3456
H 3.815 -5.625 -1.428  0.3306
C -1.881 -3.759 -0.566  0.5760
H 2.868 -2.549 4.704  0.4176
H 5.580 -7.051 3.057  0.3457
H -1.850 0.831 -4.599  0.4832
O 3.004 -3.948 0.092  -0.6189
H 6.402 -4.736 3.614  0.1744
O 4.551 -3.319 1.877  -0.3013
H -1.887 7.284 -0.234  0.2813
C -2.487 7.605 0.621  -0.3329
H 7.648 -5.812 2.953  0.3977
H -3.035 -0.400 -2.143  0.2304
H -3.954 2.077 1.968  0.3353
C 6.720 -5.283 2.727  -0.9204
H -0.435 -1.534 -1.107  0.1951
H 2.772 -2.298 2.191  0.2454
C -1.338 0.086 -3.979  -1.0436
H 1.400 -1.815 -4.905  0.4752
C -1.479 -1.639 -1.403  -0.0037
H -0.384 -5.241 -0.942  0.4171
H -1.510 -2.188 -2.349  0.2172
C -1.341 1.985 -2.326  -0.4853
H 6.930 -4.554 1.946  0.2698
C 0.791 -1.388 -4.108  -0.6557
H -4.281 7.924 -0.551  0.2658
C -0.017 -0.250 -4.727  -0.9080
Br 2.105 -0.815 -2.771  -0.1793
C -3.193 2.730 1.533  -0.1919
H 0.553 0.678 -4.754  0.2809
O -2.772 -4.582 -0.638  -0.6469
H 6.207 -3.893 -2.189  0.3274
H -6.131 6.148 3.931  0.4025
H -1.867 3.821 -3.205  0.2230
H 5.481 -6.173 -1.539  0.3363
H -1.498 1.475 1.986  0.3804
C 3.704 -2.528 2.714  -0.2716
O -5.117 5.609 0.743  -0.3703
C -1.859 2.482 2.201  -1.2319
H 4.587 -3.274 -1.907  0.2207
O -2.203 -2.453 -0.407  -0.3425
P 3.904 -4.599 1.083  1.0785
C 3.424 -3.212 4.040  -0.9697
H 5.949 -6.786 1.376  0.2167
H -5.936 4.351 2.182  0.2365
C -5.405 6.227 3.119  -0.9085
O 5.133 -4.967 0.063  -0.3853
H 0.094 -4.028 0.265  0.1906
H -1.949 2.598 3.284  0.3674
H -3.048 2.368 -3.506  0.2967
C -2.072 -0.257 -1.619  -0.6670
H -0.309 -0.568 -5.738  0.4580
C -1.073 0.537 -2.520  0.5419
C 4.851 -5.312 -1.303  -0.3720
H 0.184 -2.198 -3.715  0.2303
O -2.920 6.470 1.367  -0.2830
H -1.983 -0.807 -3.981  0.3412
H 0.134 -3.646 -1.430  0.1068
H 4.354 -3.503 4.529  0.1843
C 5.147 -4.154 -2.222  -1.0613

## Properties
Kohn-Sham gap: 3.43 eV
Total charge: -1
Spin multiplicity: 1
DFT total energy: -4874.959944 a.u.



Record 3
Below is 5 unconnected molecules or ions with the total composition C22H47BClN4O14 in a non-equilibrium geometry, with properties calculated with the ωB97M-V functional and the def2-TZVPD basis.

Each line ends with the Mulliken charge.
Positions of all 89 atoms, in Å:
O -1.239 -6.770 -2.482  -0.3146
H 2.352 -8.138 -2.806  0.2913
C 6.591 1.626 2.720  -0.4958
Cl 6.549 0.107 -0.003  -0.1323
O -4.423 0.728 -0.778  -0.3438
O 0.273 -8.295 -2.943  -0.3177
O -4.372 -6.872 1.999  -0.3864
H -5.166 -3.209 1.093  0.1857
H -1.130 -4.806 -4.395  0.3163
H 0.639 3.466 -0.539  0.1987
H -4.227 2.441 1.233  0.2644
H 4.480 3.225 0.479  -0.0489
N 3.019 4.949 0.601  -0.4182
H 8.341 5.913 3.919  0.3003
H -3.015 -8.706 0.653  0.2807
O -6.681 0.802 -1.198  -0.5638
C -4.614 -5.727 1.312  0.7806
H -4.456 6.113 -1.981  0.2833
O -1.440 3.309 -0.676  -0.2623
H 9.640 3.038 3.433  0.3474
H 3.153 5.771 -0.029  0.2155
H -2.425 -3.840 -3.661  0.3540
H -4.930 2.502 -1.768  0.3014
H -4.642 3.912 0.318  -0.0194
H -3.529 -3.449 0.383  0.2338
C -6.804 -1.840 -0.846  -0.7284
H -3.300 2.400 -1.105  0.1125
H -7.426 -1.591 0.019  0.3394
H 2.426 5.182 1.434  0.2720
H 5.879 1.557 3.676  0.3930
O -0.852 5.521 -0.847  -0.5852
C -0.134 2.968 -1.134  -0.6769
H 7.544 5.092 5.458  0.2840
O 0.861 -6.083 -3.114  -0.5672
H 7.522 0.960 2.962  0.4243
H -4.138 7.765 -1.394  0.3873
H 8.970 3.035 -0.334  0.2646
H 1.707 -9.717 -3.292  0.2281
C -3.724 6.756 -1.480  -1.1369
C 0.049 -6.960 -2.865  0.7165
C -2.011 -4.848 -3.748  -1.1718
H -4.020 -7.878 -0.529  0.2426
H 4.266 4.073 2.157  0.1587
H 1.682 -8.380 -4.460  0.2871
C 5.667 5.177 0.721  -0.5397
H 6.429 5.600 3.932  0.2440
C -1.664 4.644 -0.598  0.5821
H -4.263 6.211 0.525  0.3316
C 4.314 4.283 0.982  -0.0162
O -2.952 4.834 -0.215  -0.2139
O -3.998 -4.708 1.961  -0.3681
H -2.550 -5.393 -1.742  0.0598
C -4.047 -8.582 0.308  -1.0164
H -6.601 -2.914 -0.829  0.1608
O -5.557 -1.152 -0.762  -0.2161
H -3.719 -2.678 1.971  0.2939
H -0.898 -4.794 -1.879  0.3097
H 5.945 5.787 1.707  0.0884
H -0.031 3.224 -2.193  0.3282
C -4.790 2.830 0.379  -0.7799
C -4.119 -3.448 1.305  -0.4715
C -4.928 -8.064 1.431  -0.1757
N 8.748 2.752 0.646  -0.4612
C 7.491 3.408 1.173  0.0618
H -5.957 -7.896 1.093  0.2903
C -5.656 0.188 -0.945  0.6284
O -5.258 -5.631 0.279  -0.5562
O 4.420 0.835 1.570  -0.4228
H 8.753 1.718 0.783  0.3078
H -7.326 -1.604 -1.779  0.3883
H 7.371 4.598 -0.545  0.2900
H -4.415 -9.544 -0.061  0.3789
N 6.886 3.091 2.523  0.3455
H 5.449 6.015 -0.097  0.4404
C -3.372 6.200 -0.112  -0.2881
C -1.659 -5.404 -2.379  0.1239
C 1.579 -8.636 -3.401  -0.6334
C -4.348 2.153 -0.907  0.1521
N 6.903 4.380 0.363  -0.0711
H -2.611 6.810 0.388  0.3715
H -4.970 -8.808 2.233  0.2971
O 8.919 2.834 4.124  -0.5133
H -2.843 6.799 -2.128  0.3041
B 7.762 3.664 3.643  0.1361
C 5.778 0.903 1.493  0.3387
H -5.848 2.638 0.582  0.4333
H -0.007 1.888 -1.025  0.2498
C 7.470 5.184 4.283  -0.7918
H -2.742 -5.491 -4.249  0.3048

## Properties
Kohn-Sham gap: 6.93 eV
Total charge: +1
Spin multiplicity: 1
DFT total energy: -2623.591028 a.u.



Question: What is the formula in the first record?
Answer: C22H45NO2P2PtSe2Te



Question: What is the DFT total energy in the first record?
Answer: -6942.943900 a.u.